Record 1
{
  "formula": "C8H10O5PSc",
  "method": "ωB97M-V/def2-TZVPD",
  "elements": ["O", "C", "Sc", "O", "C", "C", "O", "C", "O", "C", "O", "H", "C", "P", "C", "C", "H", "H", "H", "H", "H", "H", "H", "H", "H"],
  "coordinates": [[-0.5486, -2.5122, -1.5843], [-1.0278, -1.6006, -0.8929], [0.4184, -0.5945, -1.8773], [2.3950, 2.2034, -2.0901], [1.7857, 1.2195, -2.0336], [-0.8538, 1.2767, -1.5902], [-1.4422, 2.2727, -1.5221], [-2.8649, -2.0735, 0.0082], [-3.4699, -1.0680, -0.2349], [-1.0052, -0.1952, -3.7176], [-1.8173, 0.0181, -4.5079], [-3.3325, -2.8690, 0.5236], [-0.5925, 0.9139, 1.5496], [0.7926, 0.1604, 0.6313], [2.1374, 1.2757, 1.1437], [1.1425, -1.3153, 1.6515], [-0.5908, 1.9960, 1.3698], [-0.4575, 0.7209, 2.6228], [-1.5544, 0.4981, 1.2275], [2.4474, 1.0094, 2.1635], [2.9905, 1.1759, 0.4631], [1.7817, 2.3126, 1.1251], [1.5789, -0.9825, 2.6027], [0.2249, -1.8840, 1.8395], [1.8625, -1.9587, 1.1292]],
  "forces_ev_per_angstrom": [[0.386, 2.604, 0.636], [-3.282, -4.532, 1.464], [1.025, -0.973, -0.640], [-2.689, -4.309, 0.356], [3.612, 5.096, -0.820], [-2.996, 4.738, 0.609], [2.426, -4.185, -0.170], [0.155, 6.062, -2.430], [1.120, -2.374, 0.601], [-3.842, 0.756, -4.207], [3.465, -0.913, 3.341], [0.419, -1.990, 0.664], [-0.421, 0.037, -0.381], [0.016, 0.325, 1.922], [0.371, 0.097, -0.466], [0.128, -0.443, -0.462], [-0.110, -0.227, 0.108], [0.044, 0.088, -0.301], [0.132, 0.101, 0.155], [-0.083, 0.169, -0.316], [0.041, 0.114, 0.362], [0.167, -0.182, -0.029], [-0.181, -0.116, -0.256], [0.196, 0.074, -0.056], [-0.099, -0.015, 0.315]],
  "e_lumo_ev": [-9.68, -9.68],
  "charge": 2
}

Record 2
{
  "formula": "C8H10S",
  "method": "ωB97M-V/def2-TZVPD",
  "elements": ["C", "C", "C", "C", "C", "C", "C", "C", "S", "H", "H", "H", "H", "H", "H", "H", "H", "H", "H"],
  "coordinates": [[0.5745, -0.5042, 2.1192], [0.0188, -0.6718, 0.8913], [0.0652, 0.7695, 2.4762], [0.2805, -1.5581, -0.2663], [0.7100, -0.6390, -1.4244], [-0.3726, 0.4067, -1.6880], [-0.5269, 1.3477, -0.4840], [-0.8535, 0.5274, 0.7332], [0.1700, 1.9608, 3.5169], [1.2252, -1.1395, 2.6993], [1.0392, -2.3105, -0.0509], [-0.6473, -2.0631, -0.5529], [1.6421, -0.1405, -1.1469], [0.9025, -1.2309, -2.3222], [-0.1166, 0.9861, -2.5773], [-1.3232, -0.0993, -1.8776], [0.4166, 1.8737, -0.3244], [-1.3001, 2.0912, -0.6773], [-1.9043, 0.3938, 0.9562]],
  "forces_ev_per_angstrom": [[-0.030, -0.836, -0.354], [0.092, 0.144, 0.376], [-1.849, 0.543, -2.712], [0.283, -0.159, 0.038], [-0.199, -0.123, -0.067], [0.231, 0.203, 0.005], [-0.178, 0.028, -0.116], [1.430, 0.454, 2.742], [0.151, -0.063, 0.128], [0.179, -0.135, 0.033], [-0.019, -0.037, 0.017], [0.017, -0.052, 0.035], [0.048, 0.010, -0.076], [-0.006, -0.001, 0.071], [-0.070, -0.006, -0.022], [-0.026, 0.009, -0.096], [0.042, 0.090, -0.020], [0.045, 0.062, 0.023], [-0.143, -0.131, -0.005]],
  "e_lumo_ev": -0.09
}

Record 3
{
  "formula": "C8H10S",
  "method": "ωB97M-V/def2-TZVPD",
  "elements": ["C", "C", "C", "C", "C", "C", "C", "C", "S", "H", "H", "H", "H", "H", "H", "H", "H", "H", "H"],
  "coordinates": [[1.1093, 1.1189, -0.8585], [0.6298, -0.2078, -0.4116], [1.1904, 2.1517, -0.0113], [1.0585, -1.5754, -0.7675], [0.0205, -2.1056, 0.3017], [-1.6152, 0.0855, 0.9712], [-2.5600, 0.6565, -0.0063], [-0.3911, -0.6749, 0.3708], [-4.1746, 0.7244, 0.1080], [1.2097, 1.2193, -1.9404], [0.9902, 1.9603, 0.9849], [1.3410, 3.0793, -0.4696], [0.6083, -1.7903, -1.7007], [2.0768, -1.7544, -0.6658], [-0.6753, -2.9168, -0.0961], [0.4600, -2.5321, 1.2196], [-1.0637, 0.8712, 1.5208], [-2.0942, -0.5668, 1.6130], [-2.1460, 1.0220, -1.0974]],
  "forces_ev_per_angstrom": [[-1.133, -0.592, 0.489], [-1.155, 0.405, 1.148], [-0.088, -1.667, -2.625], [-1.348, -0.109, 0.855], [-0.072, -1.538, -0.593], [3.249, 0.358, -1.081], [-0.169, 0.828, -3.548], [-0.529, 2.096, -0.642], [0.565, -0.058, 0.330], [0.320, 0.201, 0.223], [-0.171, 0.210, 1.952], [0.454, 1.564, 0.137], [0.297, -0.663, -1.368], [1.826, -0.887, -0.052], [0.513, 1.228, 0.418], [0.007, 0.384, -0.307], [-0.904, 0.043, 0.079], [-1.197, -0.993, 1.629], [-0.462, -0.811, 2.955]],
  "e_lumo_ev": -0.11
}

Record 4
{
  "formula": "C8H10S2Si2",
  "method": "ωB97M-V/def2-TZVPD",
  "elements": ["C", "C", "C", "C", "C", "C", "C", "C", "Si", "Si", "S", "S", "H", "H", "H", "H", "H", "H", "H", "H", "H", "H"],
  "coordinates": [[2.9585, 1.9677, -0.7938], [-3.3881, 1.2393, 0.3145], [1.6580, 1.5480, -0.3886], [-2.3600, 0.6002, 1.0600], [3.9155, 1.0444, -0.4319], [-3.1976, 1.1720, -1.0289], [1.6490, 0.3270, 0.2091], [-1.3431, 0.1246, 0.2517], [0.3106, -3.0828, -0.2690], [0.2283, -0.7764, 0.7591], [3.2177, -0.4092, 0.1166], [-1.7400, 0.3412, -1.4294], [3.0237, 2.9269, -1.2959], [-4.3393, 1.7277, 0.5503], [0.7169, 2.1718, -0.5585], [-2.3359, 0.4801, 2.0729], [4.8929, 1.1385, -0.7373], [-3.9203, 1.5257, -1.8587], [0.7107, -2.9675, -1.6144], [-0.9836, -3.5857, -0.3581], [1.1346, -4.0817, 0.6282], [0.3701, -0.5884, 2.3328]],
  "forces_ev_per_angstrom": [[-0.657, -0.273, 0.812], [-1.065, 0.291, -0.884], [-1.244, 1.036, -0.196], [0.435, 0.342, -2.900], [-2.079, 0.752, -1.201], [-0.631, 0.053, -1.909], [-0.298, -1.548, -0.723], [-0.394, -0.442, -0.051], [1.570, 0.875, 2.854], [0.188, 0.295, 1.021], [-0.063, 0.761, 0.721], [-0.172, 0.392, 0.632], [0.776, -0.171, 0.123], [0.580, -0.303, 0.991], [1.459, -0.999, 0.347], [0.011, -0.101, 2.558], [2.181, -0.122, -0.268], [1.476, -0.591, 1.633], [0.845, 0.126, -1.301], [-1.883, -0.631, 0.125], [-0.554, 0.965, -0.983], [-0.480, -0.707, -1.401]],
  "e_lumo_ev": 0.66,
  "smiles": "[SiH3][SiH](c1cccs1)c1cccs1"
}

Record 5
{
  "formula": "C8H11BO2",
  "method": "ωB97M-V/def2-TZVPD",
  "elements": ["O", "O", "B", "C", "C", "C", "C", "C", "C", "C", "C", "H", "H", "H", "H", "H", "H", "H", "H", "H", "H", "H"],
  "coordinates": [[-1.8610, -1.8932, -3.0456], [-1.1602, 0.1756, -3.9667], [-1.2065, -0.7063, -2.8614], [-0.5376, 1.1104, -1.2283], [-0.2733, -1.2254, -0.5237], [-0.0650, 1.5592, -0.0124], [0.1654, -0.7744, 0.6694], [-0.5640, -0.2650, -1.4784], [0.2273, 0.6189, 0.9813], [1.9403, 0.0938, 2.8743], [0.7654, 1.0144, 2.3119], [-1.9886, -2.7100, -2.4685], [-1.7452, -0.3815, -4.5241], [-0.8935, 1.8082, -1.9817], [-0.4220, -2.2926, -0.6749], [-0.1553, 2.5928, 0.3069], [0.3257, -1.5352, 1.4220], [2.2898, 0.5976, 3.7088], [2.7502, 0.0365, 2.1049], [1.4287, -0.8701, 3.1178], [-0.1436, 0.9709, 2.9778], [1.1229, 2.0755, 2.2906]],
  "forces_ev_per_angstrom": [[-0.649, -1.951, 0.066], [-1.104, -2.275, 1.001], [0.915, 0.943, 0.796], [0.439, -0.472, -0.054], [-0.147, 0.482, -0.640], [-0.861, -0.483, 1.308], [-0.110, 0.951, 1.814], [-1.457, -0.079, -2.367], [1.286, -1.296, -1.130], [-2.413, -0.124, -2.550], [0.051, 0.409, 1.043], [0.649, 2.432, -0.858], [0.402, 0.955, -0.626], [0.181, -0.172, 0.020], [0.138, 0.200, -0.236], [0.379, 0.109, -0.326], [0.320, 0.277, 0.314], [0.853, 0.516, 1.868], [-0.744, -0.344, 0.669], [1.188, 0.570, -0.075], [1.110, 0.149, -0.022], [-0.426, -0.796, -0.012]],
  "e_lumo_ev": 0.46,
  "smiles": "CCc1ccc(B(O)O)cc1"
}

Energy above the lowest of the compared OMol25 structures with the same formula, charge and spin list, top to bottom, in kcal per mole: 18.43, 61.96, 91.32, 0.00, 14.76